1.
ORCA calculation (wB97M-V/def2-TZVPD) on C9H25AlNO5 as an isolated structure.

Geometry as ORCA input:
```
! wB97M-V def2-TZVPD RIJCOSX def2/J DEFGRID3
* xyz -1 1
N -4.024 4.235 3.081
C -4.975 3.241 2.465
C -4.603 3.074 0.918
Al -2.606 2.552 0.642
C -2.478 0.508 0.775
O -1.740 -0.013 1.906
O -0.494 0.629 2.022
H -4.600 4.855 3.665
H -3.654 4.831 2.333
H -4.839 2.279 3.032
H -6.013 3.648 2.609
H -5.249 2.247 0.487
H -4.856 4.049 0.397
H -1.761 3.357 1.722
H -2.136 2.946 -0.855
H -3.534 0.118 0.893
H -2.111 0.062 -0.207
H -0.332 0.645 2.979
C 5.170 -3.259 -1.780
O 4.316 -2.380 -1.080
C 4.390 -1.034 -1.532
C 3.013 -0.389 -1.599
O 2.161 -0.880 -2.633
C 1.674 -2.215 -2.510
C 0.683 -2.438 -1.375
O 1.327 -2.384 -0.113
C 0.587 -1.662 0.867
H 6.192 -3.180 -1.397
H 4.809 -4.276 -1.619
H 5.155 -3.063 -2.858
H 4.863 -0.973 -2.520
H 5.008 -0.480 -0.817
H 3.158 0.670 -1.833
H 2.505 -0.414 -0.636
H 2.497 -2.928 -2.470
H 1.146 -2.413 -3.448
H 0.244 -3.438 -1.473
H -0.121 -1.697 -1.444
H 0.181 -0.738 0.464
H 1.266 -1.404 1.680
H -0.219 -2.287 1.263
*
```

Orbital gap   7.2 eV
LUMO level   0.0989 hartree
Maximum force   1.94 eV Å⁻¹
HOMO   -4.50 eV

Results of the Löwdin charge analysis, in e, for atoms 1 through 6:
1. N -0.08
2. C -0.38
3. C -0.32
4. Al 0.27
5. C -0.30
6. O -0.29

2.
ORCA calculation (wB97M-V/def2-TZVPD) on C9H25K4O7 as an isolated structure.

Geometry as ORCA input:
```
! wB97M-V def2-TZVPD RIJCOSX def2/J DEFGRID3
* xyz 3 1
K 2.795 3.920 -1.213
K 3.260 2.294 -4.688
K 4.866 0.527 -1.916
K 3.538 -1.920 -4.003
O 0.329 0.100 -1.610
C 1.617 0.214 -1.937
O 2.032 1.354 -2.304
O 2.381 -0.783 -1.802
H 0.285 -0.833 -1.327
C -2.942 -2.257 1.080
C -1.618 -1.542 1.136
O -1.683 -0.561 2.178
H -2.863 -3.174 0.502
H -3.737 -1.636 0.663
H -3.268 -2.413 2.108
H -1.370 -0.943 0.251
H -0.873 -2.305 1.369
H -0.877 -0.040 2.141
C -4.446 0.444 -1.486
C -3.900 0.501 -2.894
O -2.667 1.278 -2.926
H -5.219 -0.322 -1.396
H -4.902 1.384 -1.179
H -3.658 0.194 -0.773
H -4.550 0.974 -3.620
H -3.571 -0.497 -3.195
H -1.950 0.746 -2.575
C 2.539 -3.465 1.705
C 2.515 -1.978 1.923
O 1.585 -1.355 0.986
H 1.570 -3.950 1.775
H 3.328 -3.928 2.294
H 2.773 -3.643 0.642
H 3.440 -1.401 1.878
H 2.019 -1.744 2.866
H 2.017 -1.308 0.128
C 1.599 3.928 2.163
C 1.180 2.589 1.618
O 0.479 2.747 0.381
H 0.743 4.529 2.477
H 2.199 4.504 1.452
H 2.168 3.885 3.093
H 0.570 2.037 2.335
H 2.104 1.985 1.540
H 0.162 1.863 0.160
*
```

Orbital gap   4.3 eV
LUMO level   -0.4195 hartree
Maximum force   2.14 eV Å⁻¹
HOMO   -15.68 eV

Results of the Löwdin charge analysis, in e, for atoms 1 through 6:
1. K 0.93
2. K 0.97
3. K 0.93
4. K 0.99
5. O 0.16
6. C -0.80

Q: HOMO of number 1 (C9H25AlNO5)?
A: -4.50 eV

Q: Number 1 is which compound?
A: C9H25AlNO5

Q: Which of these has the highest HOMO?
A: C9H25AlNO5

What did the first record say?
ORCA calculation (wB97M-V/def2-TZVPD) on C9H25AlNO5 as an isolated structure.

Geometry as ORCA input:
```
! wB97M-V def2-TZVPD RIJCOSX def2/J DEFGRID3
* xyz -1 1
N -4.024 4.235 3.081
C -4.975 3.241 2.465
C -4.603 3.074 0.918
Al -2.606 2.552 0.642
C -2.478 0.508 0.775
O -1.740 -0.013 1.906
O -0.494 0.629 2.022
H -4.600 4.855 3.665
H -3.654 4.831 2.333
H -4.839 2.279 3.032
H -6.013 3.648 2.609
H -5.249 2.247 0.487
H -4.856 4.049 0.397
H -1.761 3.357 1.722
H -2.136 2.946 -0.855
H -3.534 0.118 0.893
H -2.111 0.062 -0.207
H -0.332 0.645 2.979
C 5.170 -3.259 -1.780
O 4.316 -2.380 -1.080
C 4.390 -1.034 -1.532
C 3.013 -0.389 -1.599
O 2.161 -0.880 -2.633
C 1.674 -2.215 -2.510
C 0.683 -2.438 -1.375
O 1.327 -2.384 -0.113
C 0.587 -1.662 0.867
H 6.192 -3.180 -1.397
H 4.809 -4.276 -1.619
H 5.155 -3.063 -2.858
H 4.863 -0.973 -2.520
H 5.008 -0.480 -0.817
H 3.158 0.670 -1.833
H 2.505 -0.414 -0.636
H 2.497 -2.928 -2.470
H 1.146 -2.413 -3.448
H 0.244 -3.438 -1.473
H -0.121 -1.697 -1.444
H 0.181 -0.738 0.464
H 1.266 -1.404 1.680
H -0.219 -2.287 1.263
*
```

Orbital gap   7.2 eV
LUMO level   0.0989 hartree
Maximum force   1.94 eV Å⁻¹
HOMO   -4.50 eV

Results of the Löwdin charge analysis, in e, for atoms 1 through 6:
1. N -0.08
2. C -0.38
3. C -0.32
4. Al 0.27
5. C -0.30
6. O -0.29